# 1
Formula: C22H24N2O5
Source: the Open Molecules 2025 dataset
Level of theory: ωB97M-V/def2-TZVPD

Atoms and positions in Å:
C 4.82130 0.49986 -2.79437
C 3.77223 1.51825 -2.36826
O 2.66209 0.89208 -1.73714
C 2.77867 0.61931 -0.42402
O 3.77915 0.91419 0.21969
C 1.60086 -0.01656 0.11404
C 1.54628 -0.32765 1.44220
N 2.57480 -0.19621 2.30051
O 0.45491 -0.88682 2.03202
C -0.61440 -1.21171 1.26089
C -0.69540 -0.94452 -0.05124
C -1.85879 -1.36050 -0.83674
O -1.91623 -1.22149 -2.04124
C -3.00873 -1.95517 -0.04825
C -2.55344 -2.80021 1.14464
C -1.75557 -4.01035 0.65556
C -3.77113 -3.28361 1.93433
C -1.67893 -1.91498 2.04117
C 0.39193 -0.19071 -0.77964
C -0.14181 1.15724 -1.22142
C -0.26726 1.46808 -2.56400
C -0.73020 2.70659 -2.97359
C -1.07770 3.65412 -2.03046
C -0.97145 3.36308 -0.68045
C -0.51101 2.11935 -0.27358
O -0.40954 1.74576 1.04764
C -0.34514 2.75363 2.03075
C 0.23668 2.16164 3.21867
N 0.70708 1.67261 4.13722
H 5.23316 0.00743 -1.91691
H 4.37444 -0.24939 -3.44339
H 5.62386 1.00152 -3.32765
H 3.34999 2.03525 -3.23314
H 4.21367 2.24554 -1.67830
H 2.36688 -0.19840 3.28527
H 3.36278 0.33196 1.93452
H -3.61228 -1.11482 0.30893
H -3.62787 -2.54056 -0.73026
H -0.87265 -3.69570 0.10509
H -2.36671 -4.62293 -0.00288
H -1.43915 -4.62298 1.49687
H -4.36885 -2.44320 2.28029
H -4.39935 -3.91592 1.31184
H -3.45725 -3.86095 2.80092
H -2.30108 -1.15771 2.52957
H -1.20436 -2.50196 2.83006
H 0.66645 -0.74398 -1.68523
H 0.00557 0.72395 -3.29506
H -0.81806 2.93066 -4.02564
H -1.43852 4.62526 -2.33527
H -1.26162 4.10969 0.04431
H 0.29759 3.58853 1.71153
H -1.34591 3.14340 2.27962

Properties
SMILES string: CCOC(=O)C1=C(N)OC2=C(C(=O)CC(C)(C)C2)[C@H]1c1ccccc1OCC#N
Energy relative to the best compared isomer or geometry (same formula, charge and spin), eV: 1.686
DFT total energy, eV: -36421.573
2S+1: 1
E_LUMO, eV: 0.53
HOMO, eV: -8.17
Total charge: 0

---

# 2
Formula: C22H24N2O6S
Source: the Open Molecules 2025 dataset
Level of theory: ωB97M-V/def2-TZVPD

Atoms and positions in Å:
C 2.95755 2.75246 3.08422
O 1.70540 2.14461 2.88916
C 1.54313 1.35425 1.79031
C 2.52143 1.05841 0.86062
C 2.25329 0.26478 -0.24674
C 0.98403 -0.25620 -0.44426
N 0.67488 -1.05777 -1.55954
C 1.58415 -1.05252 -2.68710
C 1.88740 0.36884 -3.17964
O 2.99952 0.71488 -3.51572
N 0.80361 1.16888 -3.20791
C 0.91642 2.61270 -3.26986
C 0.66702 3.19768 -1.91436
C -0.35695 2.99381 -1.03505
C -0.04221 3.75159 0.11943
C 1.14679 4.35420 -0.14563
O 1.58693 4.02118 -1.37147
S -0.94355 -1.32651 -1.94726
O -0.95373 -2.05314 -3.18165
O -1.68888 -0.09239 -1.91904
C -1.52375 -2.41898 -0.65731
C -2.79564 -2.25860 -0.14206
C -3.24567 -3.13074 0.83439
C -2.43359 -4.16271 1.29196
C -2.91717 -5.11683 2.33831
C -1.15901 -4.30854 0.74886
C -0.70164 -3.44244 -0.22693
C -0.00321 0.01481 0.50392
C 0.25444 0.81180 1.60318
O -0.67082 1.13646 2.54557
C -1.99573 0.70453 2.35826
H 3.22884 3.39470 2.24018
H 2.85166 3.36034 3.98139
H 3.74699 2.00987 3.24263
H 3.51784 1.45414 0.96930
H 3.05173 0.08218 -0.94410
H 1.09703 -1.61807 -3.48446
H 2.52278 -1.54975 -2.42696
H -0.08626 0.81698 -2.87989
H 0.19590 2.99642 -3.99995
H 1.93136 2.85481 -3.59375
H -1.21662 2.37414 -1.19232
H -0.61533 3.82811 1.02019
H 1.75462 5.02607 0.42717
H -3.41016 -1.44930 -0.50513
H -4.23747 -3.00792 1.24360
H -3.13700 -6.08310 1.88506
H -2.15360 -5.27314 3.09731
H -3.82124 -4.74951 2.81601
H -0.52303 -5.10904 1.09634
H 0.28309 -3.54434 -0.65377
H -0.99281 -0.37189 0.35639
H -2.07461 -0.38841 2.38843
H -2.55985 1.12909 3.18758
H -2.40831 1.06911 1.41208

Properties
SMILES string: COc1ccc(N(CC(=O)NCc2ccco2)S(=O)(=O)c2ccc(C)cc2)cc1OC
Energy relative to the best compared isomer or geometry (same formula, charge and spin), eV: 2.826
DFT total energy, eV: -49302.590
2S+1: 1
E_LUMO, eV: 0.42
HOMO, eV: -7.75
Total charge: 0

---

# 3
Formula: C22H24N4O3PtS
Source: the Open Molecules 2025 dataset
Level of theory: ωB97M-V/def2-TZVPD

Atoms and positions in Å:
C -0.30058 -2.02920 -6.82306
C -1.07442 -1.20101 -7.90477
H -0.58515 -3.06246 -7.02393
H 0.79630 -1.90448 -6.98479
C -1.30587 0.11820 -7.62388
C -1.07763 0.66142 -6.09177
H -2.07030 0.97719 -5.75674
H -0.47951 1.54415 -6.32833
C -1.58555 -1.87240 -9.19625
H -1.47061 -2.95182 -9.09301
H -1.10105 -1.57524 -10.12994
H -2.66049 -1.71884 -9.36611
C -1.64107 0.98516 -8.83344
H -2.65438 0.83034 -9.20941
H -0.98051 0.69767 -9.66488
H -1.50262 2.06022 -8.69191
Pt -0.28138 -0.16906 -0.56434
O -0.30196 -0.64289 -2.69176
C 0.22094 -0.00128 -3.64260
O 0.95033 1.40710 -1.01932
C 1.53705 1.52935 -2.14487
O 2.50804 2.40216 -2.21176
N 1.36106 0.79704 -3.31813
C 3.12208 2.28832 -3.53143
C 2.30240 1.30869 -4.29302
H 4.13805 1.93840 -3.41226
H 3.12699 3.24405 -4.04689
H 2.91517 0.48697 -4.65294
H 1.78821 1.79594 -5.12148
C -0.29577 -0.15831 -5.19282
C -0.77800 -1.57602 -5.54535
H 0.72031 0.11024 -5.59507
H -0.75558 -2.23966 -4.70484
H -1.85446 -1.40444 -5.62269
N -1.09469 -0.47342 3.42260
C -0.31639 0.66599 3.63398
C 0.07104 1.29557 4.79801
C 0.93581 2.38536 4.70081
C 1.39993 2.82102 3.42950
C 1.00344 2.15740 2.25245
C 0.13544 1.08667 2.36257
N -0.38568 0.14271 1.42932
C -1.14013 -0.76792 2.09934
C -1.74566 -1.78144 1.30284
C -2.55918 -2.85710 1.56026
S -2.94992 -3.65116 0.04123
C -2.03951 -2.55208 -0.83183
N -1.43568 -1.62766 -0.04136
H -1.58882 -1.03398 4.14652
H -0.33463 0.91121 5.75444
H 1.28018 2.91601 5.58633
H 2.06731 3.65272 3.37465
H 1.32172 2.42399 1.24829
H -2.86680 -3.13046 2.57318
H -1.90649 -2.54332 -1.88005

Properties
Energy relative to the best compared isomer or geometry (same formula, charge and spin), eV: 2.003
DFT total energy, eV: -49369.894
2S+1: 3
E_LUMO (spin up / spin down), eV: -6.27 / -8.68
HOMO (spin up / spin down), eV: -12.82 / -12.83
Total charge: +2

---

# 4
Formula: C22H24N4O3S
Source: the Open Molecules 2025 dataset
Level of theory: ωB97M-V/def2-TZVPD

Atoms and positions in Å:
O -1.01084 -1.54353 -2.72107
C -0.83356 -1.63090 -1.52447
N 0.35011 -2.19635 -1.03041
C 0.68146 -2.30326 0.28780
C 2.05335 -2.81849 0.63443
N 3.09332 -1.80783 0.54415
C 3.32764 -1.32226 -0.80435
C 4.57171 -0.42321 -0.80252
N 4.49186 0.68160 0.12254
C 3.86122 1.90557 -0.33760
C 2.35092 1.92958 -0.46104
C 1.72282 1.53506 -1.63425
C 0.33559 1.52991 -1.77337
C -0.39876 1.95754 -0.69501
C 0.22058 2.36933 0.48579
C 1.58498 2.36173 0.62738
O -0.73214 2.76860 1.38472
C -1.96829 2.63603 0.71929
O -1.75616 2.09303 -0.56520
C 4.13442 0.20365 1.43948
C 2.89253 -0.69743 1.46117
N -0.10409 -1.91084 1.23534
C -1.29320 -1.40203 0.85960
S -2.48770 -0.90081 2.01734
C -3.54320 -0.45190 0.71934
C -3.01251 -0.66934 -0.51308
C -1.71592 -1.22750 -0.45832
C -3.96414 -0.27015 -1.58863
C -5.03660 0.52597 -0.81186
C -4.92758 0.09650 0.66910
H 0.99530 -2.53287 -1.73547
H 2.02883 -3.18002 1.66437
H 2.32465 -3.64335 -0.03140
H 3.51207 -2.18143 -1.45643
H 2.47079 -0.75047 -1.19309
H 4.75335 -0.04136 -1.80870
H 5.43094 -1.03249 -0.49994
H 4.16353 2.68937 0.36485
H 4.30396 2.13781 -1.31036
H 2.32471 1.23511 -2.47995
H -0.14136 1.20966 -2.68446
H 2.04513 2.68910 1.54523
H -2.44335 3.62752 0.62485
H -2.62694 1.97190 1.29840
H 3.98449 1.05555 2.10341
H 4.98492 -0.38106 1.80769
H 2.75576 -1.10437 2.46497
H 1.99640 -0.11212 1.20424
H -3.47823 0.32834 -2.35706
H -4.38319 -1.15845 -2.06723
H -6.03584 0.35725 -1.20835
H -4.81170 1.58966 -0.89154
H -5.08934 0.92749 1.35648
H -5.65322 -0.68459 0.91494

Properties
SMILES string: O=c1[nH]c(CN2CCN(Cc3ccc4c(c3)OCO4)CC2)nc2sc3c(c12)CCC3
Energy relative to the best compared isomer or geometry (same formula, charge and spin), eV: 1.649
DFT total energy, eV: -46142.015
2S+1: 1
E_LUMO, eV: 0.54
HOMO, eV: -7.83
Total charge: 0

---

# 5
Formula: C22H24N4O4
Source: the Open Molecules 2025 dataset
Level of theory: ωB97M-V/def2-TZVPD

Atoms and positions in Å:
C 5.55577 6.02630 -3.29254
O 5.03245 6.28929 -2.01324
C 4.50176 5.26109 -1.29947
C 4.42693 3.94147 -1.73586
C 3.86482 2.97710 -0.92050
C 3.37013 3.30798 0.33559
C 2.78835 2.28645 1.18011
N 2.30492 2.51772 2.37135
O 1.85776 1.29447 2.82426
C 2.12482 0.41813 1.83778
N 1.87613 -0.88683 2.01077
C 1.94333 -1.75803 0.85875
C 0.54991 -1.94209 0.24636
C -0.39141 -2.49749 1.31512
C -1.83687 -2.79540 0.90373
O -2.54578 -3.45059 1.63843
N -2.23143 -2.26489 -0.28018
C -3.47894 -2.35082 -0.91590
C -3.59767 -1.77845 -2.17829
C -4.80879 -1.83675 -2.84487
C -5.89843 -2.45516 -2.26888
C -5.78388 -3.02823 -1.00087
O -6.90654 -3.61300 -0.50888
C -6.85388 -4.20069 0.77061
C -4.57111 -2.97505 -0.32444
C -0.42929 -1.53295 2.51062
C 0.98394 -1.33124 3.06018
N 2.69113 0.97498 0.80066
C 3.44523 4.63197 0.77218
C 4.00349 5.59406 -0.03538
H 6.38751 5.31582 -3.24872
H 4.78628 5.64457 -3.97133
H 5.91977 6.98294 -3.66404
H 4.80322 3.65449 -2.70535
H 3.80495 1.95160 -1.25059
H 2.34107 -2.72302 1.18749
H 2.62817 -1.30781 0.14014
H 0.21321 -0.96045 -0.09822
H 0.61985 -2.61993 -0.60646
H 0.00860 -3.45427 1.67245
H -1.54394 -1.75044 -0.81082
H -2.74764 -1.29166 -2.63476
H -4.90049 -1.39367 -3.82493
H -6.84789 -2.50828 -2.77613
H -6.12453 -5.01530 0.80884
H -6.61153 -3.46257 1.54111
H -7.85111 -4.59861 0.95175
H -4.45059 -3.40946 0.65166
H -0.83676 -0.57025 2.19178
H -1.07642 -1.93850 3.28841
H 1.37162 -2.27890 3.44756
H 0.98795 -0.59209 3.86123
H 3.06009 4.88030 1.74823
H 4.07175 6.62213 0.28351

Properties
SMILES string: COc1ccc(-c2noc(N3CCC(C(=O)Nc4cccc(OC)c4)CC3)n2)cc1
Energy relative to the best compared isomer or geometry (same formula, charge and spin), eV: 2.187
DFT total energy, eV: -37353.644
2S+1: 1
E_LUMO, eV: 0.59
HOMO, eV: -8.25
Total charge: 0

---

# 6
Formula: C22H24N4O6S
Source: the Open Molecules 2025 dataset
Level of theory: ωB97M-V/def2-TZVPD

Atoms and positions in Å:
C -1.23283 -2.79587 -3.34584
O -1.87156 -2.43274 -2.14616
C -1.31793 -1.43796 -1.39276
C -1.96785 -1.13240 -0.19845
C -1.50054 -0.13857 0.63249
C -0.35752 0.58866 0.29547
N 0.13806 1.59994 1.13014
C -0.54215 1.92812 2.36207
C -0.42461 0.77495 3.36473
O -1.30980 0.48867 4.14025
N 0.76696 0.14566 3.30218
C 0.95151 -1.18829 3.84398
C 0.53411 -2.20885 2.81432
C -0.64484 -2.92570 2.95961
C -1.04964 -3.81478 1.98208
C -0.29494 -4.00360 0.83109
C -0.75209 -4.96095 -0.22615
C 0.87409 -3.26948 0.68126
C 1.28446 -2.38213 1.65846
S 1.28366 2.65566 0.56922
O 1.40469 3.73749 1.49420
O 2.48719 1.91502 0.29700
C 0.65736 3.32787 -0.98452
C 1.44568 3.70709 -2.01995
C 2.92796 3.59711 -2.05931
N 0.86855 4.26058 -3.12765
C -0.48855 4.48925 -3.28799
O -0.94345 4.97047 -4.29114
N -1.23491 4.11685 -2.20090
C -0.77107 3.57178 -1.00494
O -1.54265 3.34967 -0.10287
C 0.30065 0.26802 -0.88592
C -0.17164 -0.72940 -1.72326
H -1.20410 -1.96280 -4.05556
H -0.21483 -3.15576 -3.16563
H -1.83054 -3.60338 -3.76625
H -2.84916 -1.69348 0.06673
H -2.03070 0.05735 1.54801
H -1.59411 2.17324 2.18957
H -0.04602 2.81282 2.76598
H 1.39139 0.41600 2.55495
H 2.00243 -1.30881 4.11932
H 0.32652 -1.26519 4.73554
H -1.24818 -2.78312 3.84368
H -1.96666 -4.37145 2.11187
H -1.18457 -5.85308 0.22186
H -1.51781 -4.48910 -0.84141
H 0.07361 -5.25516 -0.87003
H 1.47420 -3.39514 -0.20902
H 2.19908 -1.82170 1.52187
H 3.27525 2.90355 -1.29950
H 3.36587 4.57419 -1.85505
H 3.26183 3.27197 -3.04305
H 1.45435 4.55205 -3.90053
H -2.23308 4.29129 -2.25628
H 1.21251 0.77516 -1.15024
H 0.37636 -0.94159 -2.62758

Properties
SMILES string: COc1ccc(N(CC(=O)NCc2ccc(C)cc2)S(=O)(=O)c2c(C)[nH]c(=O)[nH]c2=O)cc1
Energy relative to the best compared isomer or geometry (same formula, charge and spin), eV: 0.141
DFT total energy, eV: -52285.563
2S+1: 1
E_LUMO, eV: 0.03
HOMO, eV: -8.06
Total charge: 0